1.
This record from the OMol25 dataset describes a gas-phase ion, C5H8Cl2N3O (charge +1) in a non-equilibrium geometry. The level of theory is ωB97M-V/def2-TZVPD.

Summary:
SMILES ... C[N+](C)=C=[NH+]NC([O-])=C(Cl)Cl
DFT total energy ... -36867.158 eV
HOMO ... -13.7 eV
Strongest force on any atom ... 5.9 eV/A
Net charge ... +1

Last column: Mulliken charge in e.
Cartesian coordinates (Å):
C: -3.6040 -1.2229 0.1504  0.131
C: -1.1204 -0.3742 0.0346  0.380
C: -3.1124 0.2566 0.0735  0.456
C: -0.1669 1.7994 0.2525  -0.752
C: 1.1618 -0.1502 -0.1876  -1.032
N: -2.6084 -2.1596 -0.0487  -0.320
N: -1.2808 -1.6388 -0.0468  0.045
N: -0.1548 0.4185 -0.1695  0.113
O: -4.7526 -1.4993 0.1947  -0.458
Cl: -3.4708 1.3491 1.4313  -0.056
Cl: -3.2323 0.8886 -1.5117  0.001
H: 0.3210 2.3712 -0.5645  0.352
H: -1.2335 2.0679 0.4612  0.177
H: 0.4214 1.9486 1.1213  0.367
H: 1.8859 0.5479 0.3103  0.359
H: 1.0961 -1.0738 0.3546  0.396
H: 1.4467 -0.3243 -1.2860  0.311
H: -2.6849 -3.1981 -0.1983  0.267
H: -0.6791 -2.4687 -0.1662  0.263

Atoms 1-3, force components in eV/Å:
0.14 0.00 -0.74
-5.56 1.83 0.06
3.80 -1.34 0.93


2.
This record from the OMol25 dataset describes 2 unconnected molecules or ions with the total composition C5H8Cl2O in a non-equilibrium geometry. The level of theory is ωB97M-V/def2-TZVPD.

Summary:
DFT total energy ... -32403.426 eV
HOMO ... -8.6 eV
Strongest force on any atom ... 5.9 eV/A

Last column: Mulliken charge in e.
Cartesian coordinates (Å):
C: -2.2433 0.4786 -0.1525  0.655
C: 1.1292 0.2829 0.8411  -0.386
C: -2.1690 0.9114 1.3004  -0.893
C: 2.0613 -1.1631 -1.0395  -1.115
C: 1.9323 0.2432 -0.3998  -0.019
O: -1.3253 0.1240 -0.8153  -0.409
Cl: -3.8558 0.6563 -0.9342  -0.209
Cl: 0.4476 -1.2001 1.2815  -0.060
H: -1.0372 0.9809 1.5484  0.277
H: -2.3646 -0.0272 1.8959  0.271
H: -2.7768 1.6678 1.5831  0.415
H: 1.0508 -1.4538 -1.1026  0.375
H: 2.6671 -2.0028 -0.5345  0.278
H: 2.3874 -1.0652 -2.1417  0.286
H: 1.1902 0.8023 -1.0013  0.134
H: 2.9061 0.7649 -0.3291  0.399

Atoms 1-3, force components in eV/Å:
0.27 0.93 0.15
0.42 0.99 0.51
3.85 -4.43 -0.29


3.
This record from the OMol25 dataset describes 2 unconnected molecules or ions with the total composition C5H8Cl3 in a non-equilibrium geometry. The level of theory is ωB97M-V/def2-TZVPD.

Summary:
DFT total energy ... -42880.615 eV
Spin multiplicity ... 2
HOMO (alpha / beta) ... -10.5 / -10.5 eV
Strongest force on any atom ... 1.9 eV/A

Last column: Mulliken charge in e.
Cartesian coordinates (Å):
Cl: -4.8881 1.3193 -0.5783  -0.009
Cl: -1.7722 1.1568 0.1317  -0.184
H: 0.1493 1.6702 1.4068  0.415
C: -0.1533 0.9085 0.7021  0.087
C: -0.1070 -0.5341 1.2107  -0.918
C: 0.1858 -1.3972 0.0077  -0.591
C: 1.0290 -0.5247 -0.9649  -0.639
C: 0.7438 0.9335 -0.5939  -0.260
Cl: 2.2242 1.9254 -0.4315  -0.225
H: 0.6450 -0.6716 1.9719  0.322
H: -1.0345 -0.8076 1.6983  0.415
H: 0.7088 -2.3353 0.2289  0.356
H: -0.7491 -1.6416 -0.4870  0.285
H: 2.0921 -0.7733 -0.8870  0.331
H: 0.7226 -0.6603 -2.0144  0.246
H: 0.2036 1.4321 -1.4011  0.368

Atoms 1-3, force components in eV/Å:
-0.03 -0.01 0.01
-1.61 0.75 -0.33
-0.20 0.13 0.15


4.
This record from the OMol25 dataset describes C5H8Cl3P in the gas phase in a non-equilibrium geometry. The level of theory is ωB97M-V/def2-TZVPD.

Summary:
SMILES ... C=CP(Cl)(Cl)=C[C@H](C)Cl
DFT total energy ... -52167.776 eV
HOMO ... -7.9 eV
Strongest force on any atom ... 4.3 eV/A

Last column: Mulliken charge in e.
Cartesian coordinates (Å):
C: -0.3873 -1.1180 -3.1528  -0.610
C: -0.2486 0.1641 -3.0160  -0.327
C: 0.3764 0.3837 2.6939  -1.086
C: -1.0015 0.4831 0.7213  -0.807
C: 0.1403 -0.2897 1.3722  0.456
P: -0.6499 0.8465 -1.1007  0.693
Cl: 1.5187 -0.5028 0.2033  -0.232
Cl: -2.4684 1.5869 -1.5242  -0.245
Cl: 0.4408 2.4856 -1.1025  -0.206
H: -0.4689 -1.4976 -4.1469  0.324
H: -1.0123 -1.5550 -2.4014  0.269
H: 0.3318 0.8288 -3.5954  0.381
H: 0.9399 -0.4087 3.3207  0.296
H: -0.6251 0.5363 3.1619  0.319
H: 0.8385 1.3656 2.7630  0.309
H: -2.0498 -0.0719 0.6647  0.187
H: -0.2735 -1.3122 1.3955  0.278

Atoms 1-3, force components in eV/Å:
-2.19 -0.05 -0.61
0.91 1.27 4.03
0.56 -2.33 2.11


5.
This record from the OMol25 dataset describes 2 unconnected molecules or ions with the total composition C5H8ClN in a non-equilibrium geometry. The level of theory is ωB97M-V/def2-TZVPD.

Summary:
DFT total energy ... -19323.445 eV
HOMO ... -10.2 eV
Strongest force on any atom ... 4.6 eV/A

Last column: Mulliken charge in e.
Cartesian coordinates (Å):
C: -0.5352 1.5492 -1.5887  0.048
C: -1.1532 0.2565 1.5539  -1.328
C: 1.2052 -0.6868 -1.2812  -1.166
C: -0.2290 -0.7102 0.7057  -0.472
C: 0.6487 0.1309 -0.1503  0.650
N: -0.9853 2.5055 -2.0357  -0.477
Cl: 1.6040 1.2998 0.5198  -0.052
H: -0.6358 1.0547 1.8560  0.456
H: -1.7212 -0.2245 2.3815  0.337
H: -1.9188 0.6366 0.8680  0.336
H: 1.6664 -1.6464 -0.6590  0.296
H: 0.4329 -1.2021 -1.8868  0.333
H: 2.0259 -0.2615 -1.8816  0.353
H: -0.8895 -1.3790 0.2400  0.330
H: 0.4850 -1.3226 1.3584  0.358

Atoms 1-3, force components in eV/Å:
1.15 -2.24 2.31
-2.27 -3.71 -1.43
1.54 -2.88 1.35


6.
This record from the OMol25 dataset describes C5H8ClN2P in the gas phase in a non-equilibrium geometry. The level of theory is ωB97M-V/def2-TZVPD.

Summary:
DFT total energy ... -30100.776 eV
HOMO ... -8.0 eV
Strongest force on any atom ... 6.1 eV/A

Last column: Mulliken charge in e.
Cartesian coordinates (Å):
C: -0.8818 -0.3912 0.9517  -0.034
C: -0.4231 0.6213 0.2657  0.622
C: 0.4934 -1.7295 0.1557  0.043
C: -1.0810 1.9763 0.3981  -1.097
C: 1.8587 -1.2237 -1.8678  -0.934
N: 0.5389 0.3808 -0.6796  -0.988
N: 0.9072 -0.8735 -0.7277  0.697
P: -1.6054 -0.6755 2.5515  -0.102
Cl: 0.9715 -3.4143 0.2578  -0.165
H: -1.8788 1.9638 1.0298  0.415
H: -0.5145 2.8659 0.7330  0.256
H: -1.3147 2.0657 -0.7179  0.237
H: 1.5877 -2.1503 -2.2633  0.321
H: 1.8045 -0.2687 -2.2802  0.405
H: 2.8687 -1.3320 -1.3572  0.296
H: -0.9098 -1.7249 3.0559  0.019
H: -2.5770 -1.5590 2.1645  0.009

Atoms 1-3, force components in eV/Å:
2.50 -5.47 0.79
1.72 1.00 -0.71
-3.20 2.20 1.73